Computed, not measured: a structure of composition C17H29N3NaNbOSe, with ωB97M-V/def2-TZVPD.

CARTESIAN COORDINATES (ANGSTROEM)
N1 -1.928 -0.853 0.214
C1 -3.044 -1.150 0.607
O1 -4.026 -1.245 1.269
Na1 -2.362 1.069 1.794
Nb1 0.142 -0.444 0.239
N2 0.180 1.309 -0.683
N3 0.816 -1.919 -0.871
C2 -0.433 2.089 -1.766
C3 0.152 -2.894 -1.728
C4 -0.119 3.573 -1.598
C5 0.143 1.610 -3.099
C6 -1.943 1.875 -1.722
C7 -0.536 -3.943 -0.851
C8 1.176 -3.566 -2.643
C9 -0.893 -2.171 -2.570
H1 -0.437 3.944 -0.616
H2 -0.674 4.119 -2.365
H3 0.943 3.795 -1.750
H4 1.236 1.728 -3.122
H5 -0.296 2.229 -3.888
H6 -0.107 0.558 -3.294
H7 -2.229 0.813 -1.765
H8 -2.356 2.390 -2.597
H9 -2.383 2.330 -0.818
H10 0.200 -4.402 -0.171
H11 -0.967 -4.706 -1.519
H12 -1.337 -3.482 -0.253
H13 1.873 -4.182 -2.056
H14 1.726 -2.794 -3.201
H15 0.636 -4.213 -3.349
H16 -1.413 -2.919 -3.184
H17 -0.397 -1.439 -3.221
H18 -1.631 -1.661 -1.940
C10 1.593 1.602 -0.374
H19 2.017 0.856 0.365
H20 2.219 1.617 -1.288
H21 1.665 2.601 0.094
C11 2.168 -2.221 -0.366
H22 2.432 -1.494 0.431
H23 2.229 -3.239 0.064
H24 2.900 -2.110 -1.185
Se1 0.223 -1.175 2.596
C12 0.215 0.358 3.800
C13 -0.990 0.974 4.168
C14 -0.937 2.121 4.961
C15 0.297 2.605 5.411
C16 1.494 1.971 5.044
C17 1.445 0.839 4.239
H25 -1.942 0.487 3.931
H26 -1.874 2.600 5.263
H27 0.331 3.467 6.066
H28 2.454 2.361 5.388
H29 2.349 0.334 3.906

The calculation puts the total energy at -95916.601 eV. The charge is +2. As for the spin multiplicity: 1. As for the HOMO energy: -15.247 eV.

How positive or negative is each atom? The Mulliken charges in e answer that:
1. N -0.456
2. C 0.736
3. O -0.489
4. Na 0.701
5. Nb 0.417
6. N 0.287
7. N 0.423
8. C 1.124
9. C 1.029
10. C -1.772
11. C -1.239
12. C -1.316
13. C -1.394
14. C -1.698
15. C -1.268
16. H 0.385
17. H 0.459
18. H 0.432
19. H 0.391
20. H 0.489
21. H 0.118
22. H 0.196
23. H 0.493
24. H 0.216
25. H 0.340
26. H 0.447
27. H 0.237
28. H 0.426
29. H 0.396
30. H 0.435
31. H 0.560
32. H 0.155
33. H 0.208
34. C -0.772
35. H 0.249
36. H 0.371
37. H 0.426
38. C -0.965
39. H 0.360
40. H 0.399
41. H 0.358
42. Se -0.125
43. C 0.319
44. C -0.618
45. C -0.639
46. C -0.460
47. C -0.590
48. C -0.455
49. H 0.984
50. H 0.431
51. H 0.413
52. H 0.414
53. H 0.430